(1)
{
  "formula": "C13H20N2O",
  "method": "ωB97M-V with the def2-TZVPD basis set",
  "elements": ["C", "C", "C", "C", "C", "C", "N", "C", "C", "C", "C", "O", "C", "C", "C", "N", "H", "H", "H", "H", "H", "H", "H", "H", "H", "H", "H", "H", "H", "H", "H", "H", "H", "H", "H", "H"],
  "positions_angstrom": [[-2.19, 1.07, 1.74], [-1.49, 0.80, 0.40], [-1.05, 2.11, -0.25], [-0.32, -0.04, 0.63], [0.59, -0.80, 0.83], [1.82, -1.58, 0.96], [2.91, -1.06, 0.17], [2.68, -1.04, -1.28], [3.19, 0.32, -1.77], [4.12, 0.78, -0.65], [3.39, 0.25, 0.58], [-2.37, 0.20, -0.56], [-2.82, -1.11, -0.32], [-4.26, -1.16, 0.24], [-5.19, -0.55, -0.67], [-5.93, -0.06, -1.39], [-2.41, 0.14, 2.27], [-1.54, 1.67, 2.37], [-3.12, 1.62, 1.57], [-0.34, 2.63, 0.40], [-0.58, 1.91, -1.20], [-1.92, 2.74, -0.42], [1.63, -2.61, 0.64], [2.13, -1.60, 2.01], [1.62, -1.18, -1.52], [3.25, -1.86, -1.73], [3.69, 0.26, -2.74], [2.35, 1.02, -1.87], [4.26, 1.85, -0.62], [5.08, 0.28, -0.74], [2.55, 0.93, 0.84], [4.04, 0.15, 1.45], [-2.80, -1.62, -1.29], [-2.14, -1.64, 0.36], [-4.32, -0.64, 1.20], [-4.54, -2.21, 0.38]],
  "lowdin_charge": [-0.01, -0.57, -0.01, 0.03, 0.02, -0.20, -0.17, -0.18, -0.17, -0.17, -0.20, -0.09, -0.20, -0.15, -0.24, 0.15, 0.08, 0.09, 0.09, 0.09, 0.09, 0.09, 0.13, 0.13, 0.11, 0.11, 0.11, 0.10, 0.11, 0.11, 0.11, 0.12, 0.14, 0.12, 0.11, 0.13],
  "energy_ev": -18830.7542,
  "orbital_gap_ev": 9.288,
  "total_charge": 0
}

=====

(2)
{
  "formula": "C13H20N2O4PdSeSi",
  "method": "ωB97M-V with the def2-TZVPD basis set",
  "elements": ["Pd", "N", "C", "C", "O", "N", "C", "C", "O", "O", "H", "H", "H", "H", "H", "H", "Se", "C", "C", "C", "C", "C", "C", "H", "H", "H", "H", "H", "C", "Si", "C", "C", "O", "H", "H", "H", "H", "H", "H", "H", "H", "H"],
  "positions_angstrom": [[0.90, -0.56, -0.98], [1.44, 1.52, -2.37], [1.80, 1.21, -3.75], [1.70, -0.27, -4.11], [2.23, -0.60, -5.19], [1.10, -1.02, -3.21], [1.43, -2.42, -3.19], [2.52, -2.61, -2.13], [3.34, -3.51, -2.19], [2.50, -1.72, -1.17], [0.43, 1.59, -2.24], [1.84, 2.39, -2.05], [2.84, 1.48, -3.92], [1.20, 1.77, -4.49], [1.77, -2.82, -4.15], [0.56, -3.01, -2.85], [0.08, -2.59, 0.31], [-0.95, -2.30, 1.88], [-0.95, -3.31, 2.86], [-1.69, -3.19, 4.02], [-2.45, -2.05, 4.25], [-2.46, -1.05, 3.29], [-1.73, -1.17, 2.12], [-0.35, -4.19, 2.69], [-1.67, -3.99, 4.75], [-3.03, -1.95, 5.17], [-3.04, -0.15, 3.46], [-1.75, -0.41, 1.35], [0.60, 1.65, 1.91], [-0.53, 2.01, 0.46], [-2.24, 2.42, 1.17], [0.02, 3.68, -0.28], [-0.61, 0.84, -0.66], [1.13, 2.55, 2.23], [1.35, 0.90, 1.64], [0.04, 1.25, 2.75], [-2.15, 2.97, 2.11], [-2.83, 1.53, 1.34], [-2.80, 3.04, 0.47], [-0.67, 4.48, 0.01], [0.04, 3.64, -1.37], [1.02, 3.97, 0.06]],
  "lowdin_charge": [0.72, -0.03, -0.21, -0.61, -0.10, -0.05, -0.19, -0.66, -0.01, -0.27, 0.02, 0.05, 0.10, 0.10, 0.10, 0.09, 0.68, -0.68, -0.17, -0.14, -0.15, -0.12, -0.14, 0.08, 0.08, 0.08, 0.09, 0.06, -0.18, 0.23, -0.19, -0.19, -0.52, 0.01, 0.02, 0.01, 0.02, 0.00, 0.01, 0.01, 0.00, 0.01],
  "energy_ev": -101682.7169,
  "orbital_gap_ev": 5.926,
  "total_charge": -2
}

=====

(3)
{
  "formula": "C13H20N3O7SSe3W",
  "method": "ωB97M-V with the def2-TZVPD basis set",
  "elements": ["W", "C", "C", "C", "O", "C", "O", "O", "H", "H", "H", "H", "H", "H", "H", "C", "Se", "C", "C", "Se", "C", "H", "H", "H", "H", "H", "H", "H", "H", "H", "H", "O", "S", "O", "O", "O", "Se", "N", "C", "C", "C", "C", "N", "C", "N", "H", "H", "H"],
  "positions_angstrom": [[1.20, 0.30, 0.30], [-2.12, 2.36, 2.25], [-2.30, 1.71, 0.88], [-3.68, 1.94, 0.31], [-2.00, 0.31, 0.94], [-1.23, 2.27, -0.06], [-1.45, 3.08, -0.92], [0.01, 1.81, 0.15], [-2.86, 1.95, 2.94], [-2.27, 3.43, 2.19], [-1.12, 2.16, 2.65], [-4.43, 1.57, 1.02], [-3.80, 1.41, -0.63], [-3.86, 3.00, 0.14], [-2.49, -0.07, 1.67], [2.54, -1.44, -2.85], [2.66, -1.59, -0.92], [0.86, -4.49, -2.49], [0.93, -5.34, -1.47], [0.55, -2.13, 0.82], [-1.36, -2.49, 1.00], [1.52, -1.56, -3.19], [3.15, -2.25, -3.24], [2.95, -0.48, -3.16], [1.37, -4.68, -3.43], [0.26, -3.59, -2.43], [1.52, -6.25, -1.53], [0.41, -5.15, -0.54], [-1.45, -3.57, 0.92], [-1.96, -1.99, 0.24], [-1.64, -2.17, 2.00], [2.85, -0.29, 1.57], [2.37, 0.92, 2.36], [3.02, 1.27, 3.56], [0.88, 0.55, 2.39], [2.32, 1.91, 1.21], [2.46, 3.05, -2.09], [1.22, 3.13, -3.31], [0.46, 2.05, -3.22], [-0.77, 1.73, -3.89], [-1.46, 0.66, -3.43], [-1.02, -0.09, -2.30], [0.14, 0.10, -1.73], [0.88, 1.14, -2.23], [1.96, 1.43, -1.53], [-1.13, 2.36, -4.69], [-2.41, 0.39, -3.88], [-1.66, -0.85, -1.87]],
  "mulliken_spin": [0.97, 0.00, 0.00, 0.00, 0.01, 0.02, 0.00, 0.06, 0.00, 0.00, 0.00, 0.00, 0.00, 0.00, 0.00, -0.02, 0.52, 0.00, 0.00, 0.39, 0.02, 0.01, 0.00, 0.02, 0.00, 0.00, 0.00, 0.00, 0.00, -0.01, 0.03, 0.01, 0.00, 0.00, 0.00, -0.01, 0.00, 0.00, 0.00, 0.00, 0.00, 0.00, -0.01, -0.02, 0.01, 0.00, 0.00, 0.00],
  "s2": 2.01,
  "energy_ev": -241299.7631,
  "spin_multiplicity": 3,
  "orbital_gap_ev": [5.886, 6.511],
  "total_charge": 1
}

=====

(4)
{
  "formula": "C13H20N4O4",
  "method": "ωB97M-V with the def2-TZVPD basis set",
  "elements": ["C", "C", "N", "C", "C", "C", "N", "C", "C", "O", "C", "C", "C", "C", "O", "N", "C", "O", "N", "C", "O", "H", "H", "H", "H", "H", "H", "H", "H", "H", "H", "H", "H", "H", "H", "H", "H", "H", "H", "H", "H"],
  "positions_angstrom": [[-1.86, -2.22, 0.95], [-2.04, -1.19, -0.10], [-1.23, -1.14, -1.15], [-0.04, -1.89, -1.46], [1.21, -1.03, -1.27], [1.44, -0.67, 0.21], [2.56, 0.20, 0.49], [3.86, -0.34, 0.17], [4.92, 0.56, 0.81], [4.82, 1.88, 0.34], [3.54, 2.41, 0.61], [2.44, 1.55, -0.03], [-3.09, -0.25, -0.01], [-3.22, 0.79, -1.01], [-2.48, 0.95, -1.98], [-4.27, 1.68, -0.85], [-5.21, 1.68, 0.15], [-6.09, 2.50, 0.21], [-5.03, 0.68, 1.06], [-4.04, -0.31, 1.08], [-4.07, -1.12, 1.98], [-0.98, -2.83, 0.79], [-2.75, -2.85, 0.99], [-1.80, -1.74, 1.92], [-1.43, -0.35, -1.78], [0.03, -2.79, -0.84], [-0.11, -2.20, -2.50], [1.10, -0.11, -1.86], [2.07, -1.58, -1.66], [0.55, -0.17, 0.59], [1.60, -1.59, 0.78], [3.94, -1.35, 0.58], [4.04, -0.38, -0.92], [5.93, 0.22, 0.55], [4.80, 0.54, 1.90], [3.53, 3.42, 0.21], [3.37, 2.44, 1.70], [1.46, 1.95, 0.23], [2.57, 1.59, -1.13], [-4.35, 2.40, -1.56], [-5.70, 0.63, 1.82]],
  "lowdin_charge": [0.01, -0.20, 0.08, -0.17, -0.15, -0.20, -0.18, -0.17, -0.20, -0.13, -0.20, -0.17, -0.02, -0.39, 0.04, 0.20, -0.52, 0.09, 0.20, -0.41, 0.05, 0.07, 0.10, 0.10, 0.11, 0.11, 0.13, 0.11, 0.11, 0.12, 0.12, 0.13, 0.13, 0.12, 0.13, 0.13, 0.13, 0.13, 0.13, 0.17, 0.17],
  "energy_ev": -27957.7560,
  "orbital_gap_ev": 9.237,
  "total_charge": 0
}

=====

(5)
{
  "formula": "C13H21AlF5N3O2",
  "method": "ωB97M-V with the def2-TZVPD basis set",
  "elements": ["C", "C", "N", "C", "N", "O", "C", "C", "C", "C", "C", "C", "C", "C", "O", "F", "N", "C", "C", "H", "H", "H", "H", "H", "H", "H", "H", "H", "H", "H", "H", "H", "H", "H", "H", "H", "H", "H", "H", "H", "F", "Al", "F", "F", "F"],
  "positions_angstrom": [[1.07, -2.10, -3.52], [0.26, -1.08, -3.04], [-0.70, -1.35, -1.99], [-0.31, -1.40, -0.75], [0.95, -1.24, -0.25], [1.72, -0.20, -0.83], [3.09, -0.58, -0.82], [3.92, 0.38, -1.68], [3.22, 1.70, -2.04], [2.56, 1.66, -3.42], [0.78, -0.88, 1.22], [-0.73, -0.66, 1.30], [-1.39, -0.69, 2.64], [-1.37, 0.70, 3.22], [-1.54, 1.68, 2.54], [-1.14, 0.84, 4.52], [-1.12, -1.69, 0.29], [-2.53, -1.92, 0.10], [-3.41, -1.03, -0.38], [2.12, -2.11, -3.25], [0.65, -2.89, -4.14], [0.27, -0.08, -3.45], [-1.66, -1.50, -2.25], [3.49, -0.57, 0.20], [3.22, -1.59, -1.21], [4.29, -0.09, -2.59], [4.82, 0.63, -1.11], [4.01, 2.45, -2.11], [2.55, 2.06, -1.27], [3.24, 2.01, -4.19], [1.67, 2.29, -3.40], [2.27, 0.64, -3.69], [1.29, 0.04, 1.44], [1.08, -1.75, 1.79], [-0.93, 0.28, 0.78], [-2.43, -1.01, 2.62], [-0.84, -1.36, 3.31], [-2.88, -2.91, 0.37], [-4.40, -1.04, 0.06], [-3.23, -0.35, -1.19], [-5.86, 3.75, 5.51], [-4.39, 2.95, 5.24], [-3.55, 2.75, 6.71], [-3.44, 3.84, 4.16], [-4.69, 1.40, 4.56]],
  "lowdin_charge": [0.08, -0.12, 0.17, -0.27, 0.03, -0.11, -0.17, -0.16, -0.24, -0.09, 0.01, -0.24, -0.01, -0.44, 0.17, 0.16, 0.03, -0.13, 0.09, 0.06, 0.07, 0.10, 0.15, 0.12, 0.11, 0.11, 0.11, 0.10, 0.10, 0.08, 0.07, 0.04, 0.15, 0.14, 0.16, 0.14, 0.14, 0.12, 0.09, 0.07, -0.20, -0.16, -0.20, -0.20, -0.22],
  "energy_ev": -42571.0618,
  "orbital_gap_ev": 7.046,
  "total_charge": 0
}